The following is a quantum chemistry calculation of a molecular structure, C16H4F6N2PdS3, from OMol25.

The energy above the lowest of the compared OMol25 structures with the same formula, charge and spin comes out at 1.381 eV. For the total energy, the calculation gives -2643.31718 a.u. The LUMO energy is 0.1588 Ha. As for the charge: -2. For the HOMO energy, the calculation gives -1.058 eV. As for the spin multiplicity: 1. The strongest force on any atom comes out at 0.82 eV/Å.

Geometry (Å):
N1 -6.087 -1.158 -0.201
H1 2.351 0.484 -4.689
C1 0.505 -0.568 -4.864
H2 2.065 0.858 -2.266
C2 -3.097 0.744 -0.423
C3 1.447 -0.044 4.087
F1 0.374 -0.140 4.884
C4 0.163 -0.145 -2.143
C5 1.474 0.117 -4.171
H3 -1.685 -1.208 -2.396
C6 2.704 -0.265 4.614
C7 1.303 0.281 2.750
C8 -0.627 -1.052 -4.250
F2 2.859 -0.582 5.912
C9 2.377 0.402 1.872
C10 -4.488 0.842 -0.547
C11 1.296 0.327 -2.805
C12 3.800 -0.155 3.781
F3 0.052 0.494 2.319
C13 -5.145 2.071 -0.862
F4 0.674 -0.774 -6.209
N2 -5.738 3.032 -1.110
H4 -1.375 -1.576 -4.832
S1 -2.055 2.084 -0.673
F5 5.032 -0.370 4.275
S2 -2.368 -0.781 -0.002
S3 2.200 0.845 0.191
F6 4.743 0.255 1.704
C14 -5.349 -0.282 -0.350
Pd1 -0.156 0.342 -0.308
C15 -0.797 -0.837 -2.885
C16 3.628 0.168 2.447

---

The following is a quantum chemistry calculation of a molecular structure, C34H20Cl4N3O5OsSSb, from OMol25.

The energy above the lowest of the compared OMol25 structures with the same formula, charge and spin comes out at 0.458 eV. Its expectation value of S² is 6.0370. For the total energy, the calculation gives -4417.86045 a.u. The LUMO energy (alpha / beta) is -0.0283 / -0.1147 Ha. For the HOMO energy (alpha / beta), the calculation gives -8.779 / -8.944 eV. As for the spin multiplicity: 5. The strongest force on any atom comes out at 0.94 eV/Å.

Geometry (Å):
C1 2.855 -1.134 -5.346
C2 -1.852 0.704 3.321
Cl1 4.416 -1.202 2.970
H1 3.336 -0.237 -3.459
C3 -1.639 0.525 4.687
H2 -0.976 -0.263 5.023
C4 1.264 -5.374 0.477
Cl2 6.883 2.940 0.470
C5 1.421 -1.221 -3.408
N1 -0.835 2.683 -0.810
C6 3.136 0.713 1.606
C7 -3.346 2.523 3.795
C8 -3.811 -0.408 -2.166
N2 -1.810 4.482 -3.515
C9 5.519 0.933 1.691
O1 1.867 2.214 0.406
C10 1.180 -2.786 -0.558
H3 1.284 -6.381 0.879
H4 -4.029 3.272 3.407
C11 -3.752 3.228 6.217
C12 5.444 2.107 0.894
C13 -2.272 1.355 5.595
C14 1.350 -5.170 -0.894
C15 3.055 1.881 0.805
N3 -3.923 3.674 0.346
H5 -0.446 -2.266 -3.679
Cl3 7.043 0.370 2.227
C16 -3.355 -1.392 -1.299
C17 -1.541 0.260 -2.598
Sb1 1.034 -0.793 -1.333
C18 -1.834 3.396 -1.166
C19 -2.714 1.701 2.876
C20 -2.902 0.414 -2.822
O2 1.997 0.121 1.873
Os1 0.374 0.970 1.059
C21 4.373 0.237 2.036
C22 4.226 2.575 0.452
S1 -1.074 -0.401 2.160
C23 1.311 -3.882 -1.412
C24 -3.125 2.364 5.158
H6 -2.118 1.242 6.660
C25 0.741 -2.276 -5.463
C26 2.606 -0.813 -4.016
C27 0.483 -1.953 -4.137
H7 -4.875 -0.279 -2.331
H8 0.012 -2.847 -6.027
H9 1.085 -2.160 1.504
C28 -3.002 3.567 -0.331
C29 -1.992 -1.545 -1.072
O3 -1.040 2.141 0.390
H10 2.119 -2.118 -7.103
C30 1.162 -4.287 1.333
O4 -4.492 4.279 5.810
H11 -4.061 -2.041 -0.794
C31 1.130 -2.996 0.819
H12 1.450 -6.016 -1.564
H13 -0.838 0.904 -3.118
H14 -3.253 1.176 -3.509
H15 1.390 -3.739 -2.482
H16 1.113 -4.439 2.405
H17 -1.644 -2.320 -0.398
H18 -4.506 4.349 4.850
H19 -2.890 1.827 1.816
Cl4 4.079 3.973 -0.526
O5 -3.612 3.021 7.388
H20 3.775 -0.808 -5.816
C32 -1.078 -0.717 -1.715
C33 -1.799 4.007 -2.470
C34 1.924 -1.867 -6.067

---

Question: What is the formula in the second record?
Answer: C34H20Cl4N3O5OsSSb

---

Question: strongest force on any atom of number 1 (C16H4F6N2PdS3)?
Answer: 0.82 eV/Å